# C35H53BrHgN9PSi2

A structure of composition C35H53BrHgN9PSi2 (wB97M-V/def2-TZVPD, OMol25).

Last column: Löwdin spin population.
CARTESIAN COORDINATES (ANGSTROEM)
Hg 0.59626 -0.42683 -0.17504  0.045
C -2.37575 0.81388 3.02068  0.000
N -2.23712 0.36651 1.65480  0.001
C -3.44880 -0.24216 1.15934  0.000
C -3.22089 -1.10376 -0.04687  0.000
N -2.14255 -1.76702 -0.32666  0.001
C -2.41753 -2.45285 -1.50155  0.000
C -1.60863 -3.31041 -2.24477  0.000
C -2.15987 -3.90199 -3.36593  0.000
C -3.48568 -3.64500 -3.75491  0.000
C -4.29437 -2.77944 -3.04076  0.000
C -3.73185 -2.19368 -1.91160  0.000
N -4.21931 -1.30621 -0.96671  0.000
C -1.08413 1.28079 3.61437  0.000
N 0.08365 1.27342 3.04503  0.002
C 0.96243 1.74325 4.01857  0.000
C 2.34912 1.87605 3.98443  0.000
C 2.98179 2.39528 5.10245  0.000
C 2.25809 2.76693 6.24523  0.000
C 0.88642 2.60203 6.31154  0.000
C 0.26326 2.07526 5.18570  0.000
N -1.05116 1.76609 4.89725  0.000
H -2.71053 -0.03594 3.62250  0.000
H -3.12930 1.60632 3.15170  0.000
H -1.88325 1.09849 1.05248  0.001
H -4.25401 0.46797 0.92152  0.000
H -3.82588 -0.88317 1.96069  0.000
H -0.58221 -3.49300 -1.94492  0.000
H -1.56170 -4.57286 -3.97057  0.000
H -3.87871 -4.13289 -4.63834  0.000
H -5.30651 -2.56081 -3.35934  0.000
H -5.13706 -0.89899 -0.95152  0.000
H 2.91768 1.51202 3.13491  0.000
H 4.06167 2.49166 5.10717  0.000
H 2.78733 3.16964 7.10013  0.000
H 0.32955 2.85627 7.20576  0.000
H -1.83228 1.83291 5.52588  0.000
C 0.14738 -6.38653 -0.34731  0.000
C 1.13654 -5.29849 -0.02406  0.000
C 2.48230 -5.39374 -0.35927  0.000
C 3.35522 -4.35687 -0.06880  0.000
C 2.82164 -3.24523 0.55859  0.001
Br 3.95099 -1.76924 0.98509  0.004
N 1.55760 -3.11842 0.88750  0.005
C 0.73153 -4.12681 0.60335  0.001
H 0.65420 -7.31622 -0.60195  0.000
H -0.47735 -6.10012 -1.19728  0.000
H -0.51804 -6.57572 0.49547  0.000
H 2.85208 -6.28435 -0.85501  0.000
H 4.40291 -4.40416 -0.32942  0.000
H -0.30836 -3.97015 0.87782  0.000
C 2.51538 5.08432 1.24737  0.000
N 3.15282 4.43807 0.00664  0.000
C 2.93757 5.39704 -1.17168  0.000
N 1.55818 5.68148 -1.35092  0.000
C 0.98655 6.25815 -0.13584  0.000
N 1.14600 5.37644 1.01751  0.000
C 0.32843 4.15681 0.90245  0.000
P 0.73097 3.10056 -0.58629  0.000
C 2.56706 3.08151 -0.28002  0.001
C 0.79421 4.51209 -1.81611  0.000
H 3.08031 5.99664 1.43511  0.000
H 2.64064 4.38953 2.07291  0.000
H 4.15278 4.33480 0.17464  0.000
H 3.36015 4.92195 -2.05561  0.000
H 3.49162 6.30423 -0.93419  0.000
H -0.07543 6.42941 -0.29779  0.000
H 1.46693 7.21585 0.07062  0.000
H -0.72628 4.43503 0.86393  0.000
H 0.47102 3.54162 1.78897  0.000
H 3.07496 2.66661 -1.15171  0.000
H 2.76378 2.42430 0.56743  0.001
H -0.22370 4.81853 -2.06369  0.000
H 1.24212 4.13739 -2.73999  0.000
C -2.02293 -0.28802 -5.01721  0.001
Si -1.14198 1.05448 -4.07346  0.087
C -0.87645 2.50434 -5.25639  0.035
C -2.26451 1.58178 -2.64945  0.005
C 0.53232 0.55515 -3.46239  0.641
Si 1.82628 -0.49243 -4.28294  0.086
C 1.17186 -2.16442 -4.80772  0.006
C 2.44015 0.40377 -5.81742  0.033
C 3.25497 -0.71179 -3.09068  0.000
H -2.93440 0.10518 -5.47726  0.000
H -2.29959 -1.12015 -4.36714  0.000
H -1.39290 -0.68339 -5.81926  0.000
H -1.71835 3.20359 -5.25190  0.005
H -0.76414 2.12584 -6.27747  0.000
H 0.03398 3.06538 -5.02103  0.002
H -2.88933 2.44081 -2.91395  0.000
H -1.68888 1.83244 -1.75383  0.000
H -2.92799 0.75185 -2.38118  0.000
H 0.94994 1.21713 -2.70293  0.032
H 0.17255 -2.07615 -5.24092  0.000
H 1.10360 -2.85057 -3.95796  0.000
H 1.82679 -2.61721 -5.55792  0.001
H 1.65058 0.44975 -6.57557  0.000
H 3.29184 -0.13054 -6.25055  0.005
H 2.75711 1.42930 -5.60391  0.000
H 2.93779 -1.28654 -2.21436  -0.001
H 3.63189 0.25170 -2.72874  0.000
H 4.09156 -1.24144 -3.55886  0.000

Energy above the lowest of the compared OMol25 structures with the same formula, charge and spin = 37.3 kJ/mol
LUMO level (spin up / spin down) = -2.4 / -2.4 eV
Spin multiplicity = 2
Total charge = +1
HOMO (spin up / spin down) = -9.08 / -9.38 eV



# C35H54I2N4O3PTc

A structure of composition C35H54I2N4O3PTc at a distorted geometry (wB97M-V/def2-TZVPD, OMol25).

Last column: Löwdin spin population.
CARTESIAN COORDINATES (ANGSTROEM)
Tc 0.07724 -0.80152 0.22956  2.567
C -1.83092 -3.22726 2.57618  0.000
C -1.97763 -1.90187 3.26353  -0.003
C -3.07902 -1.70159 4.08141  0.000
C -3.23935 -0.53641 4.81434  -0.005
C -2.28383 0.45797 4.72873  0.000
C -1.16388 0.31373 3.92362  -0.004
C -0.14027 1.42371 3.95028  0.001
C -1.02642 -0.87115 3.18471  0.000
N 0.14854 -0.97096 2.34513  -0.008
C 1.32331 -1.12791 2.83253  0.034
C 1.63982 -1.50527 4.23097  0.005
C 2.43957 -0.87353 1.85558  0.039
C 3.83736 -0.84138 2.34958  0.005
N 2.08270 -0.60825 0.63323  -0.036
C 3.04128 -0.37103 -0.42294  0.012
C 3.85675 -1.43800 -0.87273  0.000
C 3.88693 -2.79506 -0.26633  0.000
C 4.74318 -1.19386 -1.96245  0.001
C 4.83230 0.03867 -2.55025  0.002
C 4.06382 1.08935 -2.04747  0.000
C 3.16082 0.90388 -0.97018  0.003
C 2.45410 2.09692 -0.41776  0.000
H -2.61463 -3.90946 2.89483  0.000
H -0.87382 -3.68015 2.80555  0.000
H -1.90370 -3.13079 1.48559  0.000
H -3.81134 -2.49552 4.15317  0.000
H -4.10063 -0.40992 5.45683  0.000
H -2.39110 1.36709 5.30844  0.000
H -0.63543 2.39025 3.84382  0.000
H 0.62121 1.33601 3.17197  0.001
H 0.36735 1.44467 4.91739  0.000
H 0.73923 -1.65781 4.81724  0.000
H 2.26613 -0.75443 4.71779  0.002
H 2.21142 -2.43857 4.20914  0.002
H 3.90416 -0.14239 3.18657  0.003
H 4.54075 -0.54432 1.57724  0.000
H 4.11972 -1.82397 2.73777  0.002
H 3.20479 -2.93446 0.56736  0.000
H 4.90357 -3.01004 0.08163  0.000
H 3.65639 -3.54880 -1.02686  0.000
H 5.36862 -2.00700 -2.31394  0.000
H 5.51840 0.20499 -3.37076  0.000
H 4.18023 2.08323 -2.46620  0.000
H 3.00878 2.99971 -0.67427  0.000
H 2.36592 2.05063 0.66788  0.000
H 1.45552 2.19345 -0.83772  0.000
C 0.18654 -0.22311 -4.86350  0.005
C 0.60771 -0.52524 -3.42107  0.015
C 1.48831 -1.77891 -3.36955  0.001
P -0.76729 -0.71826 -2.21223  0.020
C -2.00039 0.64065 -2.40554  -0.002
C -1.30091 1.99684 -2.53794  0.000
C -3.02092 0.46386 -3.53486  -0.002
C -1.56881 -2.35717 -2.43075  0.001
C -1.99790 -2.75585 -3.84552  0.000
C -2.71761 -2.46390 -1.42614  0.000
H 1.08596 -0.16989 -5.48063  0.001
H -0.33150 0.72777 -4.96636  0.000
H -0.44485 -1.00678 -5.27847  0.000
H 1.18219 0.32932 -3.04052  0.000
H 1.01265 -2.61070 -3.88923  0.000
H 1.70938 -2.09936 -2.34774  0.001
H 2.43525 -1.57725 -3.87361  0.000
H -2.54933 0.62455 -1.45690  0.000
H -0.91493 2.14595 -3.54637  0.000
H -0.47150 2.12536 -1.84292  0.000
H -2.02798 2.79071 -2.35954  0.000
H -2.54421 0.30922 -4.50254  0.000
H -3.61661 1.37548 -3.60733  0.000
H -3.71037 -0.35700 -3.35011  0.000
H -0.78444 -3.04632 -2.11292  0.000
H -2.67928 -2.04462 -4.30729  0.000
H -2.51903 -3.71266 -3.78339  0.000
H -1.14486 -2.90125 -4.50618  0.000
H -3.57027 -1.84543 -1.70740  0.000
H -2.41755 -2.16122 -0.41157  0.001
H -3.06438 -3.49585 -1.36280  0.000
N -0.54739 1.10106 0.60430  0.025
C -0.88992 2.19019 0.84743  0.054
N -1.26293 3.38312 1.11467  0.042
C -2.50431 3.98170 0.54779  0.005
C -2.10487 5.15047 -0.34059  0.002
O -1.31160 6.06911 0.37998  0.001
C -0.09798 5.50070 0.81091  0.002
C -0.36486 4.36216 1.78443  0.005
H -3.09348 4.33492 1.39413  0.001
H -3.06353 3.21243 0.01660  0.000
H -2.99638 5.68187 -0.66849  0.000
H -1.56035 4.79198 -1.22477  0.000
H 0.46852 6.28543 1.30915  0.000
H 0.48337 5.13489 -0.04886  0.000
H -0.89668 4.73347 2.66056  0.001
H 0.54971 3.86015 2.09745  0.000
O 1.59303 -3.59559 1.50952  0.042
C 0.91665 -3.70858 0.51691  0.012
O 0.31763 -2.70013 -0.12071  0.140
H 0.79388 -4.65589 -0.02217  -0.001
I -4.20509 0.01909 1.17586  0.002
I -6.71439 0.04688 2.03710  0.001

LUMO level (spin up / spin down) = -10.9 / -11.1 eV
Spin multiplicity = 4
Total charge = +3
HOMO (spin up / spin down) = -15.79 / -15.79 eV



# C35H54N2O8SSi4TeW

A structure of composition C35H54N2O8SSi4TeW at a distorted geometry (wB97M-V/def2-TZVPD, OMol25).

Last column: Mulliken charge in e.
CARTESIAN COORDINATES (ANGSTROEM)
W 0.35328 -1.17779 1.11025  1.994
O -0.63612 2.88899 6.91313  -0.699
C -1.23918 3.17811 5.87270  0.145
O -2.00605 4.10900 5.57210  -0.682
C -0.97152 2.20519 4.71882  0.811
C -0.53927 2.68520 3.49054  -1.133
C -0.17106 1.80743 2.49464  -0.317
N -0.27855 0.48464 2.62744  0.282
C -0.70819 0.00944 3.81617  1.212
C -1.02153 0.81622 4.88133  -1.088
C -0.80287 -1.48095 3.83288  -0.524
O -0.87648 -2.21832 4.77482  -0.634
O -0.80588 -1.91957 2.56765  -0.886
H -0.50412 3.75237 3.32132  0.547
H 0.20476 2.16115 1.54713  0.230
H -1.30292 0.38111 5.83051  0.584
C 8.33384 -0.81406 1.62067  -1.546
C 6.90183 -1.19671 1.86019  0.879
C 5.87721 -0.27507 1.66554  -0.726
C 4.54705 -0.63698 1.81229  -0.541
C 4.25068 -1.93616 2.18215  0.446
C 5.24586 -2.87839 2.39953  -0.671
C 6.56623 -2.49635 2.23501  -0.786
S 2.55140 -2.43818 2.31495  0.850
C 2.57764 -2.92926 4.04895  -1.237
O 1.76968 -1.05664 2.60748  -0.701
H 8.50183 0.24030 1.83547  0.374
H 8.60404 -0.98548 0.57680  0.290
H 9.01104 -1.40447 2.23635  0.407
H 6.11998 0.74150 1.38218  0.404
H 3.75000 0.07411 1.64358  0.548
H 5.00925 -3.89660 2.68154  0.378
H 7.35226 -3.22148 2.40523  0.396
H 3.01693 -2.14139 4.65358  0.417
H 3.14377 -3.85623 4.13692  0.500
H 1.54059 -3.11011 4.33411  0.369
C -2.39116 4.06431 -4.30354  -1.208
Si -1.04522 3.09038 -3.41689  0.816
C -0.47083 1.65959 -4.49563  -1.143
C 0.42782 4.20053 -3.06711  -1.156
Si -2.01158 2.36033 -1.41599  -0.085
Te -0.51696 0.44840 -0.59409  -1.350
Si -4.05245 1.22979 -1.72374  0.311
C -4.56412 0.42687 -0.11186  -0.676
C -3.75093 -0.11438 -2.99975  -0.917
C -5.36577 2.42085 -2.34237  -1.060
Si -2.14300 4.13535 0.13117  0.674
C -3.00840 5.56353 -0.72917  -1.102
C -0.41680 4.71541 0.60918  -1.140
C -3.12202 3.58401 1.62657  -1.069
H -1.92469 4.83227 -4.92511  0.389
H -3.08914 4.56262 -3.62960  0.311
H -2.97585 3.40872 -4.95155  0.357
H -0.61015 1.91288 -5.54941  0.417
H -1.01601 0.73444 -4.30229  0.250
H 0.58838 1.45378 -4.33064  0.342
H 0.99623 4.35844 -3.98700  0.395
H 1.09639 3.75369 -2.32865  0.329
H 0.12372 5.17625 -2.68413  0.293
H -3.73891 -0.14301 0.32128  -0.020
H -5.39146 -0.26393 -0.29381  0.403
H -4.88188 1.15591 0.63499  0.350
H -2.90356 -0.74335 -2.71624  0.187
H -3.53595 0.30128 -3.98651  0.360
H -4.62424 -0.76550 -3.08389  0.383
H -5.47616 3.29292 -1.69631  0.283
H -6.32685 1.90129 -2.36800  0.398
H -5.14568 2.77822 -3.34936  0.293
H -2.43561 5.93135 -1.58229  0.277
H -3.12216 6.38512 -0.01764  0.391
H -4.00220 5.29388 -1.08987  0.276
H -0.00648 5.37640 -0.15612  0.377
H 0.29853 3.90412 0.72995  0.336
H -0.45941 5.26498 1.55241  0.461
H -4.18634 3.50810 1.39330  0.450
H -3.00502 4.29746 2.44666  0.396
H -2.80310 2.60994 1.99642  0.252
O -3.74422 -3.39514 -1.57749  -0.655
C -2.82740 -4.37410 -1.62136  0.423
C -3.08801 -5.46681 -2.45152  -0.699
C -2.18148 -6.50131 -2.53846  -0.340
C -0.99570 -6.48539 -1.80236  -0.904
C -0.73213 -5.40739 -0.98760  -0.372
C -1.63123 -4.34119 -0.88680  0.169
C -1.31142 -3.16380 -0.06134  1.457
O -0.09168 -3.06912 0.39954  -0.476
O -2.10115 -2.22056 0.06167  -0.808
H -3.41889 -2.72556 -0.93651  0.295
H -4.01319 -5.47562 -3.01109  0.463
H -2.39928 -7.33955 -3.18808  0.385
H -0.29686 -7.30702 -1.87153  0.426
H 0.17879 -5.36353 -0.40585  0.377
C 3.39273 -0.88317 -1.59339  -1.582
C 2.40429 -1.93458 -1.07282  1.856
C 1.35228 -2.14755 -2.17740  -1.283
C 3.12877 -3.25879 -0.81120  -1.798
N 1.87349 -1.39612 0.19575  0.561
H 2.90271 0.09134 -1.64134  0.246
H 3.72420 -1.15318 -2.59792  0.428
H 4.27140 -0.80365 -0.95177  0.260
H 1.10142 -1.20950 -2.67063  0.241
H 0.43093 -2.59005 -1.81340  -0.011
H 1.76537 -2.81963 -2.93007  0.521
H 3.37042 -3.73515 -1.76103  0.514
H 2.49639 -3.94543 -0.24537  0.255
H 4.06309 -3.10627 -0.26795  0.334

Energy above the lowest of the compared OMol25 structures with the same formula, charge and spin = 214.0 kJ/mol
LUMO level = -1.7 eV
Spin multiplicity = 1
HOMO = -7.62 eV